(1)
10
Properties=species:S:1:pos:R:3:forces:R:3:nbo_charge:R:1 method="wB97M-V/def2-TZVPD" e_tot_ev=-8199.9994
N -0.807042 1.315973 0.143251 0.2 -0.2 -0.1 -0.702
C -0.518560 0.040460 0.251557 0.0 0.4 0.1 0.205
C 0.410116 -0.545168 1.172065 0.0 -0.1 -0.1 -0.027
N 1.206962 -0.976763 0.263464 -0.1 0.1 0.1 -0.281
C 0.305159 -0.867781 -1.010889 -0.1 -0.2 -0.2 0.334
O 0.645754 -0.234628 -2.007422 0.0 0.0 0.3 -0.678
H -1.122704 1.639452 -0.764632 0.0 -0.1 0.1 0.415
H -0.463397 2.034796 0.769850 -0.1 -0.2 0.0 0.394
H 0.544404 -0.554940 2.252657 0.0 0.0 -0.2 0.209
H -0.201691 -1.851125 -1.061236 0.0 0.2 0.0 0.131

---

(2)
153
Properties=species:S:1:pos:R:3:forces:R:3:mulliken_charge:R:1 method="wB97M-V/def2-TZVPD" e_tot_ev=-156763.8005 charge=-1
C -2.628472 -6.922832 5.255812 -0.1 -0.2 0.0 -0.941
O -2.173820 -6.531883 3.986151 0.0 0.0 0.1 -0.071
C -1.188051 -7.415470 3.460852 0.0 0.3 0.0 -0.802
C -0.455329 -6.717255 2.318959 0.0 -0.2 -0.1 -0.663
C -0.962559 -7.061463 0.904210 0.0 0.3 0.4 -1.021
C -2.028080 -6.085348 0.377637 -0.2 -0.1 -0.3 0.471
C -1.783600 -5.649816 -1.071426 0.1 -0.1 0.2 -1.377
C -0.645294 -4.630522 -1.169832 -0.3 0.2 0.1 -0.222
C -1.114572 -3.182758 -0.892837 0.6 -0.2 0.0 -0.088
C -0.673652 -2.196423 -1.971091 -0.4 0.0 -0.1 -0.761
C -1.063894 -0.746099 -1.668426 0.4 -0.2 -0.2 -0.456
C -0.198927 0.294109 -2.404316 -0.3 -0.1 0.0 0.047
C -0.910810 1.643255 -2.623287 0.6 0.0 0.4 -1.172
B -0.033038 3.030552 -2.585694 -0.9 0.0 -0.2 0.978
C 1.120398 3.038753 -1.429538 0.4 0.1 0.1 -0.622
C 2.021392 4.287611 -1.374755 -0.4 -0.4 0.0 0.147
O 1.606598 5.367368 -2.195908 0.5 0.3 0.2 -0.002
C 2.133007 4.790254 0.047359 0.3 0.0 -0.4 0.222
F 2.716738 3.895939 0.857893 0.1 -0.2 0.2 -0.236
F 2.868971 5.922524 0.147963 0.2 0.2 0.0 -0.317
F 0.937919 5.094500 0.566184 -0.4 0.1 0.3 -0.199
O 0.466367 3.385626 -3.977771 0.2 0.0 -0.1 -0.484
C -0.092956 4.497287 -4.451046 0.6 0.5 1.2 0.047
Br -1.031562 4.196572 -6.229954 -0.3 -0.2 -0.4 -0.396
C -1.024417 5.079779 -3.348073 0.2 0.2 0.5 0.688
B -2.475007 5.542353 -3.758631 -0.3 -0.3 -0.2 0.923
N -2.672607 6.755399 -4.561735 0.2 0.0 0.3 -0.702
O -3.592127 4.837115 -3.316000 -0.1 0.6 -0.2 -0.588
O -0.968415 4.169795 -2.281993 -0.2 -0.1 -0.2 -0.442
H -2.872657 -7.992931 5.281609 0.0 0.0 0.0 0.362
H -3.537161 -6.365408 5.483171 0.0 0.1 0.0 0.232
H -1.879214 -6.722767 6.031780 0.0 0.0 0.0 0.304
H -0.482014 -7.691884 4.254734 -0.1 0.0 0.1 0.395
H -1.692717 -8.327707 3.117868 0.1 -0.1 0.0 0.370
H -0.565424 -5.645039 2.491213 0.1 0.0 0.0 0.306
H 0.614377 -6.926636 2.393030 0.0 -0.1 0.0 0.486
H -0.104575 -7.082106 0.229328 0.0 0.0 -0.1 0.473
H -1.382420 -8.070902 0.926973 0.1 -0.1 -0.1 0.530
H -2.067406 -5.184666 0.998235 0.1 0.0 0.1 -0.030
H -3.014814 -6.544850 0.439805 0.0 0.0 0.1 -0.079
H -1.562688 -6.530803 -1.683288 -0.1 0.0 0.0 0.443
H -2.712806 -5.213901 -1.449598 0.1 0.0 -0.2 0.336
H 0.128698 -4.879190 -0.441621 0.1 -0.2 -0.1 0.094
H -0.156843 -4.698382 -2.143927 -0.1 0.1 -0.1 0.502
H -0.666410 -2.845664 0.048111 -0.2 0.0 0.1 0.218
H -2.198238 -3.161786 -0.788192 0.0 0.1 0.0 0.184
H 0.408650 -2.282653 -2.127279 0.0 0.0 0.1 0.130
H -1.148144 -2.492236 -2.915639 0.2 0.0 -0.1 0.219
H -0.949436 -0.593427 -0.589258 -0.2 0.1 0.0 0.103
H -2.110125 -0.600087 -1.938667 -0.1 0.0 0.1 0.326
H 0.714230 0.422013 -1.812989 0.1 0.0 -0.1 -0.183
H 0.114440 -0.133049 -3.363933 0.0 0.1 0.0 0.397
H -1.447337 1.605038 -3.576440 -0.1 0.1 0.0 0.250
H -1.665305 1.751310 -1.833533 -0.1 0.0 0.0 0.247
H 1.772755 2.161230 -1.453013 0.0 0.0 -0.1 0.237
H 0.554673 2.968468 -0.494776 -0.1 -0.1 0.0 -0.040
H 3.034991 4.017804 -1.682312 0.0 0.1 -0.1 0.378
H 1.090174 6.002713 -1.681234 -0.2 -0.2 -0.1 -0.222
H 0.656696 5.240101 -4.734423 -0.1 -0.1 -0.4 0.146
H -0.504002 6.000124 -3.026704 0.0 0.1 -0.2 -0.755
H -1.923386 7.419021 -4.400427 0.2 -0.2 -0.3 0.240
H -2.731092 6.580349 -5.557304 -0.3 0.1 0.0 0.249
H -3.719575 4.983980 -2.372387 0.2 -0.5 0.0 0.261
C -6.217546 -3.303618 -1.076675 0.2 0.0 0.0 -0.910
C -5.403572 -2.288116 -1.847986 0.0 0.0 0.0 0.772
O -4.197335 -2.311182 -1.841001 -0.1 0.0 0.0 -0.417
C -6.169752 -1.242416 -2.624045 0.1 0.0 0.0 -1.269
H -5.552767 -3.996347 -0.564469 0.0 0.0 0.0 0.086
H -6.850203 -2.798886 -0.343745 -0.1 0.0 0.0 0.328
H -6.863649 -3.860319 -1.758072 -0.1 0.0 0.0 0.368
H -6.800270 -0.661721 -1.948171 -0.1 0.0 0.0 0.343
H -6.813476 -1.722129 -3.363866 -0.1 0.0 0.0 0.334
H -5.472004 -0.576390 -3.126193 0.0 0.0 0.0 0.306
C 4.000470 -3.653679 -2.839816 -0.1 -0.1 0.0 -1.314
C 3.198001 -3.981146 -1.601770 -0.1 0.1 0.0 0.827
O 2.479698 -4.951321 -1.551484 0.2 -0.1 0.0 -0.531
C 3.320434 -3.023675 -0.443083 -0.1 -0.1 0.1 -0.877
H 3.821589 -4.408391 -3.602254 0.0 0.0 0.0 0.337
H 3.708114 -2.674493 -3.223177 0.1 0.0 0.0 0.304
H 5.064880 -3.623137 -2.598783 0.0 0.1 0.0 0.378
H 3.005540 -2.024100 -0.749681 0.1 0.0 0.0 0.125
H 4.359988 -2.971870 -0.110325 0.0 0.1 0.0 0.540
H 2.687584 -3.348863 0.378991 0.0 0.0 0.0 0.212
C -1.510732 7.022446 0.675339 0.0 -0.1 -0.2 -1.003
C -0.897564 8.074269 -0.215991 -0.1 -0.1 0.1 0.941
O -0.484509 7.812115 -1.322242 0.2 0.1 0.0 -0.446
C -0.821537 9.477117 0.339181 0.1 0.0 -0.1 -1.438
H -1.512097 6.059793 0.165836 0.0 0.0 0.0 0.072
H -0.930182 6.941787 1.596223 -0.1 0.0 0.0 0.339
H -2.532542 7.306502 0.935329 0.0 0.0 0.1 0.454
H -0.228692 9.481376 1.255417 -0.1 0.0 0.0 0.353
H -1.823000 9.839163 0.578068 0.0 0.0 0.1 0.374
H -0.362324 10.137204 -0.393094 0.0 0.0 0.0 0.320
C 1.617447 1.023790 1.875115 -0.2 -0.2 -0.1 -0.786
C 2.009882 -0.414608 2.103995 0.1 0.0 0.0 0.651
O 1.345491 -1.339792 1.694659 0.0 0.0 0.0 -0.454
C 3.293053 -0.639840 2.868606 -0.2 -0.2 -0.2 -1.254
H 0.691239 1.070822 1.305914 0.0 0.0 0.0 0.109
H 1.486231 1.530631 2.833195 0.1 0.1 0.0 0.457
H 2.402258 1.534958 1.319606 0.0 0.1 0.0 0.185
H 3.230876 -0.191914 3.858886 0.1 0.1 0.0 0.427
H 4.126201 -0.174034 2.339573 0.0 0.1 0.1 0.347
H 3.479801 -1.706399 2.969479 0.0 0.0 0.0 0.314
C -6.241254 -7.908659 2.323777 0.1 0.1 0.0 -0.757
C -5.894240 -8.279930 0.903828 0.0 0.1 0.1 0.795
O -5.027898 -7.698204 0.297049 -0.1 -0.1 -0.1 -0.488
C -6.683158 -9.407089 0.275226 0.1 0.0 -0.1 -1.279
H -5.613097 -7.083762 2.650611 0.0 0.0 0.0 -0.004
H -7.286410 -7.599888 2.384975 0.0 -0.1 0.0 0.350
H -6.097794 -8.768995 2.981837 -0.1 0.0 0.0 0.348
H -7.745689 -9.157898 0.263553 0.0 0.0 0.1 0.338
H -6.554126 -10.322632 0.855331 -0.1 0.0 0.0 0.339
H -6.338163 -9.571546 -0.742960 0.0 0.0 0.0 0.313
C 7.225383 7.031768 -0.306723 0.2 0.0 0.1 -1.073
C 7.451338 6.014079 0.785158 0.0 0.0 0.0 0.765
O 8.481424 5.977961 1.419358 0.0 0.0 0.0 -0.575
C 6.322653 5.047759 1.042809 0.1 0.0 0.1 -0.856
H 8.100172 7.670869 -0.400685 0.0 0.0 0.0 0.321
H 7.038913 6.528706 -1.256885 -0.1 0.0 0.0 0.314
H 6.351110 7.641941 -0.074088 -0.1 0.0 -0.1 0.292
H 6.106232 4.476362 0.138582 -0.1 0.1 0.0 0.288
H 5.418818 5.592326 1.320756 -0.1 0.0 -0.1 0.208
H 6.595880 4.365685 1.844730 0.0 0.0 0.0 0.321
C -3.911041 -3.735255 3.590474 -0.1 -0.2 -0.1 -0.589
C -5.388274 -3.640705 3.309725 0.1 0.0 0.0 0.852
O -6.026903 -4.580781 2.892607 0.0 0.0 0.0 -0.506
C -6.045456 -2.306756 3.581370 -0.1 -0.1 -0.1 -1.326
H -3.539807 -4.727999 3.348023 0.0 0.0 0.0 -0.173
H -3.369300 -2.997781 2.994616 0.0 0.1 0.1 0.371
H -3.723589 -3.526094 4.646167 0.0 0.1 0.0 0.397
H -5.577228 -1.531084 2.973046 0.0 0.0 0.1 0.314
H -5.920555 -2.036260 4.631345 0.1 0.0 0.0 0.368
H -7.105713 -2.363301 3.344737 0.0 0.0 0.0 0.332
C 2.627762 8.370331 -5.898941 0.1 0.1 -0.1 -1.073
C 3.542229 8.490689 -4.702397 0.0 0.0 0.0 0.669
O 4.581446 9.111804 -4.759565 0.0 0.0 0.0 -0.598
C 3.087982 7.790314 -3.451110 0.2 0.2 0.0 -0.399
H 3.053023 8.908579 -6.743332 0.0 0.0 0.0 0.326
H 2.494510 7.319823 -6.163234 -0.1 0.0 0.0 0.294
H 1.645517 8.781595 -5.659923 0.0 -0.1 0.0 0.289
H 2.968907 6.723123 -3.633577 -0.1 0.0 0.0 0.115
H 2.119439 8.181040 -3.132153 -0.1 -0.1 0.0 0.162
H 3.817506 7.940820 -2.657316 0.0 0.0 0.0 0.249
C 7.400190 0.373107 6.000671 -0.1 0.1 0.0 -1.129
C 6.694191 -0.757525 5.290921 0.0 0.0 0.0 0.794
O 5.534161 -0.676399 4.964221 0.1 0.0 0.1 -0.494
C 7.511878 -1.994709 5.004884 -0.1 0.0 -0.1 -1.079
H 6.710544 1.200963 6.145897 0.0 0.0 0.0 0.285
H 7.770167 0.033401 6.969665 0.1 0.0 0.0 0.341
H 8.253105 0.711499 5.409982 0.0 0.0 0.0 0.344
H 7.885683 -2.420167 5.937844 0.1 0.0 0.0 0.325
H 8.368928 -1.740020 4.379123 0.0 0.0 0.1 0.330
H 6.895482 -2.729688 4.492890 0.0 0.0 0.0 0.275

---

(3)
21
Properties=species:S:1:pos:R:3:forces:R:3:nbo_charge:R:1 method="wB97M-V/def2-TZVPD" e_tot_ev=-18684.1171 charge=-1
C 0.462289 -2.633331 -1.640508 -0.2 0.1 0.2 -0.956
P 0.341306 -1.009362 -0.625814 -0.1 -0.5 0.1 0.965
N -0.824195 -0.308713 -1.862841 0.2 0.1 0.2 -1.200
C 0.152099 0.583586 0.440187 0.1 -0.9 -0.5 -0.294
C -0.247375 0.499756 1.750010 0.0 0.1 -0.1 -0.188
C -0.377655 1.672708 2.464281 -0.2 -0.6 0.6 -0.286
C -0.111209 2.863985 1.848657 0.1 1.1 -0.2 -0.011
N 0.295418 2.998851 0.583742 -0.1 -0.6 0.2 -0.444
C 0.414993 1.830794 -0.068921 0.2 0.8 -0.5 0.004
H -0.470864 -3.185237 -1.528733 -0.2 -0.1 0.1 0.185
H 0.596835 -2.454378 -2.705725 0.3 0.1 -0.2 0.191
H 1.248687 -3.270492 -1.241551 0.3 0.0 -0.1 0.196
H 1.489356 -0.439861 -1.315600 -0.1 0.2 -0.1 -0.183
H 1.260412 -1.536702 0.394450 0.0 0.0 0.1 -0.193
H -0.771453 -1.596949 0.166201 -0.1 0.1 0.0 -0.228
H -1.310685 -1.077241 -2.306708 -0.1 -0.1 -0.1 0.340
H -1.521864 0.206933 -1.336751 -0.1 0.0 -0.1 0.342
H -0.451560 -0.475591 2.165438 -0.1 -0.2 0.2 0.210
H -0.682965 1.668481 3.498855 -0.1 0.0 0.2 0.192
H -0.238065 3.777476 2.418830 0.0 0.2 0.0 0.163
H 0.746496 1.885285 -1.097499 0.0 0.1 -0.2 0.193

---

(4)
13
Properties=species:S:1:pos:R:3:forces:R:3:nbo_charge:R:1 method="wB97M-V/def2-TZVPD" smiles="C[C@@H](S)/C=N/O" e_tot_ev=-17595.1503
C -1.264701 1.751054 -0.081370 0.4 -0.2 -0.5 -0.623
C -0.614826 0.398097 0.300652 0.3 0.3 2.0 -0.364
S -1.743380 -1.035462 -0.015017 -0.3 0.9 0.4 -0.025
C 0.746393 0.222745 -0.317165 1.1 -0.2 -0.6 0.007
N 1.718177 -0.115138 0.430536 -0.4 0.0 0.6 -0.127
O 2.962020 -0.205323 -0.197291 0.3 -0.8 1.0 -0.563
H -1.874908 1.706956 -1.019784 0.4 0.0 1.0 0.225
H -0.500701 2.530922 -0.193325 0.1 -0.3 -0.2 0.217
H -1.812921 2.077739 0.784459 -0.9 0.1 0.0 0.221
H -0.465437 0.381149 1.466349 -0.1 0.1 -2.3 0.241
H -0.875682 -1.651366 -0.759003 0.6 -0.8 -0.7 0.119
H 0.981403 0.390902 -1.395683 -0.6 0.0 0.6 0.189
H 3.517726 -0.651727 0.509126 -1.0 0.9 -1.3 0.482

---

(5)
16
Properties=species:S:1:pos:R:3:forces:R:3:nbo_charge:R:1 method="wB97M-V/def2-TZVPD" smiles="CCNC(N)=[NH2+]" e_tot_ev=-7736.0686 charge=+1
C -2.157906 0.991459 -1.123401 -2.3 -6.4 -1.9 -0.641
C -0.977769 -0.096192 -1.219550 -3.0 0.5 -0.4 -0.217
N -0.052525 0.376476 -0.238049 1.7 0.6 -0.1 -0.707
C 0.865626 -0.257118 0.562858 0.0 -0.9 3.7 0.735
N 2.195769 -0.403059 0.329839 -2.0 1.0 -3.8 -0.738
N 0.373454 -0.671460 1.794950 2.6 0.5 -3.0 -0.711
H -2.032978 1.772836 -1.738854 1.3 3.5 -1.3 0.227
H -2.667305 1.093855 -0.199317 0.2 0.5 1.1 0.228
H -3.031427 0.537368 -1.796005 1.5 0.4 1.4 0.235
H -1.317129 -1.135237 -1.051067 0.0 0.6 0.6 0.214
H -0.702574 -0.123826 -2.280383 0.8 0.4 0.3 0.203
H -0.060799 1.397126 -0.228407 0.7 -0.4 0.3 0.436
H 2.440816 -0.285466 -0.715749 -0.2 -0.1 2.6 0.448
H 2.944025 -0.605737 0.965624 -0.1 -0.3 0.4 0.442
H 0.991224 -1.087763 2.466060 0.0 -0.3 0.2 0.413
H -0.560446 -0.505744 2.051488 -1.2 0.4 0.1 0.432

---

(6)
12
Properties=species:S:1:pos:R:3:forces:R:3:nbo_charge:R:1 method="wB97M-V/def2-TZVPD" smiles="Nn1ccnnc1=O" e_tot_ev=-11179.9067
N -0.014063 -1.549071 -1.032652 -0.7 -2.2 -2.1 -0.648
N -0.051310 -0.475232 -0.171224 -1.0 3.3 -2.1 -0.244
C 1.052147 -0.033026 0.424451 -1.2 1.9 2.2 0.101
C 1.044664 1.109989 1.214387 -3.8 -0.7 -2.4 -0.174
N -0.158806 1.856020 1.080477 1.7 0.7 0.7 -0.109
N -1.137813 1.694077 0.270181 0.1 -1.7 -0.6 -0.254
C -1.194050 0.465409 -0.490198 1.8 -2.2 1.4 0.704
O -1.979769 -0.108206 -1.207205 -0.9 2.5 0.3 -0.583
H -0.518816 -1.437385 -2.067474 1.6 0.7 3.8 0.404
H -0.645332 -2.193935 -0.564888 0.1 -0.5 -0.5 0.363
H 1.815636 -0.678923 0.583304 2.4 -2.2 -0.4 0.207
H 1.787511 1.350282 1.960840 -0.2 0.3 -0.2 0.233